1.
ORCA calculation (ωB97M-V/def2-TZVPD) on a 2-piece molecular cluster, C4H9FN overall in a non-equilibrium geometry.

```
! wB97M-V def2-TZVPD RIJCOSX def2/J DEFGRID3
* xyz 1 1
C -1.510 0.495 -0.054
C -1.593 1.899 0.131
C -0.905 -1.916 -0.024
C 2.559 -0.014 -0.152
N -1.392 -0.623 0.113
F 1.132 -0.168 -0.185
H -2.335 2.489 -0.363
H -0.578 2.271 -0.043
H -1.748 2.247 1.220
H 0.072 -1.951 0.384
H -1.636 -2.587 0.456
H -0.689 -2.174 -1.062
H 2.843 0.595 -0.954
H 2.864 0.440 0.781
H 2.915 -1.005 -0.248
*
```

The value obtained for the electronic energy is -312.1125 Eh. The value obtained for the energy relative to the best compared isomer or geometry (same formula, charge and spin) is 1.7438 eV. The calculation puts the HOMO energy at -0.60513 Ha. As for the HOMO-LUMO gap: 12.5 eV.


2.
ORCA calculation (ωB97M-V/def2-TZVPD) on a single C4H9FN2 molecule in a non-equilibrium geometry.

```
! wB97M-V def2-TZVPD RIJCOSX def2/J DEFGRID3
* xyz 0 1
N -2.625 0.132 -0.121
C -1.323 -0.480 -0.318
C -0.288 0.423 0.269
F -0.227 1.624 -0.524
C 1.073 -0.201 0.416
C 2.211 0.570 0.023
N 1.699 -0.554 -0.870
H -3.327 -0.211 -0.784
H -3.013 -0.058 0.819
H -1.224 -1.407 0.203
H -1.072 -0.611 -1.389
H -0.659 0.888 1.300
H 1.233 -0.833 1.338
H 2.040 1.652 -0.254
H 3.172 0.428 0.558
H 2.329 -1.362 -0.667
*
```

As for the SMILES: NC[C@H](F)[C@@H]1CN1. The value obtained for the electronic energy is -367.1220 Eh. The value obtained for the energy relative to the best compared isomer or geometry (same formula, charge and spin) is 1.8660 eV. The calculation puts the HOMO energy at -0.34548 Ha. As for the HOMO-LUMO gap: 10.3 eV.


3.
ORCA calculation (ωB97M-V/def2-TZVPD) on a single C4H9FN2 molecule in a non-equilibrium geometry.

```
! wB97M-V def2-TZVPD RIJCOSX def2/J DEFGRID3
* xyz 0 1
C 1.165 1.241 1.035
N 0.493 0.552 -0.048
C 0.753 -0.846 -0.301
C -0.412 -1.235 -1.215
N -1.533 -0.341 -0.842
C -1.066 0.632 0.115
F -1.478 0.338 1.465
H 0.857 2.264 1.237
H 1.198 0.861 2.006
H 2.189 1.356 0.625
H 0.749 -1.635 0.406
H 1.757 -0.893 -0.750
H -0.065 -0.959 -2.267
H -0.695 -2.287 -0.973
H -2.396 -0.735 -0.417
H -1.515 1.687 -0.075
*
```

As for the SMILES: CN1CCN[C@H]1F. The value obtained for the electronic energy is -367.1397 Eh. The value obtained for the energy relative to the best compared isomer or geometry (same formula, charge and spin) is 1.3851 eV. The calculation puts the HOMO energy at -0.32999 Ha. As for the HOMO-LUMO gap: 10.1 eV.


4.
ORCA calculation (ωB97M-V/def2-TZVPD) on a single C4H9FN2O molecule in a non-equilibrium geometry.

```
! wB97M-V def2-TZVPD RIJCOSX def2/J DEFGRID3
* xyz 0 1
C -2.136 -0.490 0.676
N -1.262 -0.711 -0.629
N -0.374 0.420 -0.382
C 0.832 -0.039 -0.416
C 1.273 -1.551 -0.289
F 2.575 -1.657 0.484
O 1.856 0.693 -0.168
C 1.211 2.114 0.217
H -2.996 -1.424 0.604
H -1.519 -0.543 1.638
H -2.399 0.624 0.728
H -1.901 -0.472 -1.454
H 0.293 -2.217 0.030
H 1.504 -2.135 -1.379
H 0.189 2.143 0.784
H 0.806 2.476 -0.859
H 2.047 2.770 0.412
*
```

As for the SMILES: CN/N=C(\CF)OC. The value obtained for the electronic energy is -442.2264 Eh. The value obtained for the energy relative to the best compared isomer or geometry (same formula, charge and spin) is 4.7882 eV. The calculation puts the HOMO energy at -0.33844 Ha. As for the HOMO-LUMO gap: 10.1 eV.


5.
ORCA calculation (ωB97M-V/def2-TZVPD) on a 2-piece molecular cluster, C4H9FO2S3 overall in a non-equilibrium geometry.

```
! wB97M-V def2-TZVPD RIJCOSX def2/J DEFGRID3
* xyz 0 1
C -2.640 1.053 -1.936
C 2.010 -1.316 2.087
C 0.993 -0.811 1.071
C -1.881 -0.274 -2.059
O 0.358 1.466 -0.140
O 2.477 0.507 -0.782
F 3.131 -0.494 2.050
S -2.528 -1.751 -1.678
S -0.271 -0.264 -2.710
S 1.520 0.891 0.523
H -2.107 1.622 -1.267
H -3.648 0.916 -1.752
H -2.676 1.725 -2.778
H 1.498 -1.106 3.143
H 2.330 -2.449 1.929
H 0.957 -1.327 0.170
H -0.027 -0.845 1.609
H 2.990 -0.178 -0.381
H 0.142 0.827 -1.988
*
```

The value obtained for the electronic energy is -1602.6155 Eh. The value obtained for the energy relative to the best compared isomer or geometry (same formula, charge and spin) is 0.8672 eV. The calculation puts the HOMO energy at -0.30681 Ha. As for the HOMO-LUMO gap: 8.3 eV.


6.
ORCA calculation (ωB97M-V/def2-TZVPD) on a 2-piece molecular cluster, C4H9I overall in a non-equilibrium geometry.

```
! wB97M-V def2-TZVPD RIJCOSX def2/J DEFGRID3
* xyz 0 1
C -0.626 -0.036 1.569
C -0.510 0.032 0.238
C -0.117 -1.158 -0.613
C -0.768 1.329 -0.456
H -0.376 -0.860 2.130
H -1.015 0.914 2.103
H 0.073 -1.984 0.161
H 0.799 -1.038 -1.206
H -0.986 -1.657 -1.084
H -1.075 2.135 0.256
H 0.073 1.709 -0.907
H -1.547 1.118 -1.102
I 3.265 0.134 0.116
H 2.810 -0.639 -1.205
*
```

As for the SMILES: C=C(C)C.I. The value obtained for the electronic energy is -455.4426 Eh. The value obtained for the energy relative to the best compared isomer or geometry (same formula, charge and spin) is 1.4564 eV. The calculation puts the HOMO energy at -0.33904 Ha. As for the HOMO-LUMO gap: 9.7 eV.


- Which formula does entry 2 have?
  C4H9FN2